(1)
Molecular formula: C4H7N3
Method: DFT, ωB97M-V/def2-TZVPD

Last column: natural (NBO) charge in e.
Positions of all 14 atoms, in Å:
1 C -0.72681 0.33873 0.33142  0.402
2 C 1.28006 -0.19664 0.34214  0.368
3 N -0.86351 1.35267 -0.59187  -0.857
4 C 1.13387 -1.23714 -0.52619  -0.376
5 C -0.23950 -1.46208 -0.76160  -0.269
6 N -1.37025 0.14061 1.39930  -0.769
7 N 2.00653 0.72910 0.74078  -0.637
8 H -1.24425 2.23260 -0.26368  0.377
9 H -0.11847 1.45725 -1.26299  0.393
10 H -2.06640 0.85992 1.61478  0.333
11 H 1.72169 1.12852 1.63510  0.371
12 H 1.95783 -1.80600 -0.94702  0.226
13 H -0.57530 -1.77863 -1.75095  0.196
14 H -0.89550 -1.75892 0.04078  0.241

Cartesian forces, eV/Å:
0.110 -0.212 -0.026
-0.053 0.220 0.099
-0.014 0.031 0.034
-0.073 -0.177 -0.124
0.097 0.358 0.149
0.047 0.037 -0.098
-0.205 -0.125 -0.073
0.047 -0.102 0.013
-0.016 -0.033 0.072
0.085 -0.033 -0.091
-0.041 -0.061 -0.067
-0.042 0.032 0.033
0.029 -0.008 0.031
0.028 0.072 0.049

Summary:
2S+1: 1
Charge: 0
Highest occupied orbital energy, eV: -8.209
ΔE to the lowest compared entry with this formula, charge and spin, eV: 4.735
HOMO-LUMO gap, eV: 7.935
Max |F|, Eh/bohr: 0.008

(2)
Molecular formula: C3H9OS
Method: DFT, ωB97M-V/def2-TZVPD

Last column: natural (NBO) charge in e.
Positions of all 14 atoms, in Å:
1 C 1.42541 2.03304 2.35345  -0.743
2 S 0.43479 1.99243 0.85132  -0.688
3 H 0.80616 1.92103 3.25518  0.170
4 H 2.02273 2.94100 2.53356  0.166
5 H 2.21878 1.28026 2.45869  0.167
6 C -0.93196 -0.61593 -1.04220  -0.053
7 O -0.45766 -1.03934 0.20905  -0.783
8 C -0.76716 -1.82710 -2.01171  -0.621
9 H -0.44084 0.23058 -1.50485  0.173
10 H -1.98403 -0.33037 -0.96963  0.135
11 H -0.19615 -0.19631 0.65368  0.505
12 H 0.28051 -2.10778 -2.03768  0.201
13 H -1.04393 -1.59921 -3.05244  0.182
14 H -1.36665 -2.68232 -1.69641  0.190

Cartesian forces, eV/Å:
0.649 0.075 1.128
0.018 -0.029 -0.230
0.004 0.003 -0.123
-0.431 0.299 -0.369
-0.292 -0.416 -0.386
-0.522 -1.706 -1.056
0.192 0.656 -0.095
-0.335 0.714 -0.002
0.628 0.363 0.416
-0.271 -0.046 -0.050
0.209 0.068 0.201
0.185 -0.145 0.161
-0.110 0.170 0.269
0.076 -0.007 0.137

Summary:
2S+1: 1
Charge: -1
Highest occupied orbital energy, eV: -2.575
ΔE to the lowest compared entry with this formula, charge and spin, eV: 0.751
HOMO-LUMO gap, eV: 6.553
Max |F|, Eh/bohr: 0.040

(3)
Molecular formula: C4H5NO
Method: DFT, ωB97M-V/def2-TZVPD

Last column: natural (NBO) charge in e.
Positions of all 11 atoms, in Å:
1 C -0.15882 -0.37116 1.24700  -0.197
2 C -1.26760 -0.57558 0.68361  0.337
3 C 0.97958 -0.16785 1.92846  -0.350
4 C 0.69574 0.57415 -1.86178  0.292
5 N -2.21465 -0.90963 -0.01273  -0.623
6 O -0.10295 1.33034 -1.38302  -0.492
7 H 1.22310 -0.90778 2.64251  0.218
8 H 1.50229 0.74638 1.55990  0.223
9 H 1.69717 0.67376 -1.67200  0.099
10 H 0.47533 -0.20441 -2.58622  0.102
11 H -2.82919 -0.18822 -0.54573  0.391

Cartesian forces, eV/Å:
1.785 0.313 1.902
-0.152 0.125 -1.347
-2.285 1.091 -2.819
-2.011 0.392 -0.598
-2.775 0.865 -0.477
-0.342 -0.119 -0.107
1.125 -0.334 0.634
0.162 -0.814 1.302
3.053 0.282 0.831
-0.678 -0.470 -0.252
2.118 -1.331 0.930

Summary:
2S+1: 1
Charge: 0
Structure (SMILES): C=C=C=N.C=O
Highest occupied orbital energy, eV: -8.409
ΔE to the lowest compared entry with this formula, charge and spin, eV: 4.364
HOMO-LUMO gap, eV: 8.241
Max |F|, Eh/bohr: 0.074